(1)
ORCA calculation (ωB97M-V/def2-TZVPD) on C4H10N2O in the gas phase in a non-equilibrium geometry.

Last column: Mulliken charge in e.
CARTESIAN COORDINATES (ANGSTROEM)
C (1.7039, -0.9234, -0.9139)  -1.2328
C (0.7075, -0.6583, 0.2264)  0.4888
N (0.7111, -1.8418, 1.1555)  -0.7874
C (-0.7298, -0.5200, -0.2868)  -1.0564
N (-1.0161, 0.7716, -0.9510)  -0.2483
C (-0.8919, 1.8734, -0.1233)  -0.1031
O (-0.4975, 1.8378, 1.0198)  -0.5096
H (1.7947, -1.9801, -1.1473)  0.3484
H (2.6515, -0.4732, -0.6300)  0.3149
H (1.3364, -0.3616, -1.7775)  0.3111
H (1.0971, 0.1190, 0.8702)  0.4140
H (-0.1273, -1.7622, 1.7267)  0.2709
H (0.5208, -2.6910, 0.6243)  0.2642
H (-1.5843, -0.7077, 0.3653)  0.4205
H (-0.7243, -1.3949, -0.9557)  0.4102
H (-1.8805, 0.8867, -1.4748)  0.2845
H (-1.1785, 2.8438, -0.5401)  0.4101

The LUMO energy comes out at 0.78 eV. Its spin multiplicity is 1. For the orbital gap, the calculation gives 10.32 eV. As for the relative energy (zero: lowest compared OMol25 entry of this formula, charge and spin): 36.3 kcal per mole. As for the structure (SMILES): C[C@H](N)CNC=O. The HOMO energy comes out at -0.351 Eh.

=====

(2)
ORCA calculation (ωB97M-V/def2-TZVPD) on a molecular structure, H43O21 in a non-equilibrium geometry.

Last column: Mulliken charge in e.
CARTESIAN COORDINATES (ANGSTROEM)
O (-2.7165, -2.0683, 2.8334)  -0.5357
H (3.3458, 2.6858, -0.1644)  0.4665
H (-3.1241, -2.7220, 3.3878)  0.2791
O (-1.2085, -3.3546, -0.3018)  -0.5743
H (-1.7792, -3.8973, -0.0909)  0.1918
H (-3.1581, -1.2867, 3.1048)  0.2729
O (1.1125, -1.9950, -0.4639)  -0.7575
H (0.3176, -2.2314, -0.0061)  0.4663
H (-0.2730, 0.8253, -2.8527)  0.2476
O (-4.4001, 0.6278, -0.4540)  -0.6328
H (0.0984, -0.6646, -2.2947)  0.1066
H (-0.3593, -0.1427, -4.3730)  0.2243
O (2.3942, 2.2848, 3.6924)  -0.5738
H (1.7935, 3.1200, 3.8225)  0.3241
H (1.7725, 1.7864, 3.9028)  0.2332
O (0.1324, 0.3075, -2.0754)  -0.0840
H (-3.8400, 0.3843, -1.2174)  0.3660
H (3.0558, 1.8867, -2.2336)  0.2496
O (-3.2448, -1.7483, -2.5270)  -0.5269
H (-3.4210, -2.5327, -2.1003)  0.2530
H (-3.8653, -1.5981, -3.3344)  0.3058
O (0.0854, 1.7415, 0.0742)  -0.4595
H (-0.3433, 0.8309, 0.3334)  0.1051
H (-0.7495, 2.3057, -0.2193)  0.3256
O (3.4323, -3.0958, 0.2982)  -0.6485
H (3.6892, -4.0327, -0.1233)  0.2911
H (4.0723, -2.5165, -0.1110)  0.3062
O (2.9965, -1.9276, 2.7341)  -0.5261
H (3.3821, -2.7383, 2.4675)  0.2369
H (3.6799, -2.0751, 3.5563)  0.3112
O (-0.7971, 3.4529, -1.8438)  -0.6011
H (-0.3523, 2.6535, -2.1343)  0.2258
H (-0.2041, 4.1695, -2.1321)  0.3062
O (-2.7768, 1.2945, 2.2390)  -0.5756
H (-2.8252, 2.1114, 1.8419)  0.2277
H (-3.3228, 0.5991, 1.6621)  0.3118
O (0.1678, -2.6017, -2.9021)  -0.7175
H (-0.7870, -2.4493, -2.5773)  0.3778
H (0.8410, -2.3942, -2.2028)  0.3206
O (2.7881, 1.3030, -1.5333)  -0.5883
H (2.0180, 1.5738, -1.2887)  0.3035
H (0.5467, -1.8921, 3.2550)  0.3102
O (2.3826, -0.0397, 1.1359)  -0.3557
H (2.6287, -0.9762, 1.1630)  0.2301
H (3.3572, 2.1631, 1.4313)  0.4010
O (-1.0797, 0.9424, 4.2245)  -0.5467
H (-5.2395, 0.2156, -0.2767)  0.2642
O (-3.2742, 1.5545, -3.1317)  -0.5018
H (-3.7159, 1.8267, -2.3752)  0.2888
H (-3.7925, 1.5605, -3.9275)  0.2463
O (0.3013, -1.1043, 2.3900)  -0.4434
H (-0.5698, -0.8052, 2.6150)  0.2059
H (-0.6362, -3.6719, -1.0754)  0.3168
O (-0.9078, -0.7547, -4.9255)  -0.6100
H (1.7670, -0.1467, 0.2800)  0.3582
H (-0.7412, -1.7389, -4.6717)  0.3186
O (2.0447, 3.8084, -0.2802)  -0.6204
H (1.4259, 3.1648, 0.0037)  0.3361
H (2.0276, 4.7430, -0.0988)  0.2828
O (3.7553, 1.9392, 0.6140)  -0.5739
H (1.6669, -2.3522, 0.1490)  0.1512
H (3.0863, 0.8583, 0.7824)  0.5507
H (-1.9645, 1.1247, 3.8406)  0.3269
H (-0.6963, 1.7091, 4.4859)  0.2295

The LUMO energy comes out at -2.38 eV. Its spin multiplicity is 1. For the orbital gap, the calculation gives 10.54 eV. As for the charge: +1. As for the relative energy (zero: lowest compared OMol25 entry of this formula, charge and spin): 219.7 kcal per mole. The HOMO energy comes out at -0.475 Eh.

=====

(3)
ORCA calculation (ωB97M-V/def2-TZVPD) on 2 unconnected molecules or ions with the total composition C3H9O3 in a non-equilibrium geometry.

Last column: Mulliken charge in e.
CARTESIAN COORDINATES (ANGSTROEM)
C (1.0372, 0.2121, -0.3169)  -0.6755
C (0.3801, -1.1554, -0.2874)  -0.2757
O (-0.9487, -1.1256, 0.2556)  -0.5947
C (1.4218, 0.6950, 1.1206)  -0.2267
O (1.7114, 1.9867, 1.2943)  -0.8785
H (1.9838, 0.1502, -0.8744)  0.3215
H (0.4658, 0.9912, -0.8278)  0.2588
H (1.0014, -1.8165, 0.3282)  0.2541
H (0.3295, -1.5942, -1.2856)  0.2446
H (-1.0180, -0.2928, 0.6911)  0.3591
H (2.2503, -0.0217, 1.4168)  0.1376
H (0.5368, 0.4063, 1.7451)  0.0636
H (-2.3472, -0.6333, -1.0281)  0.3748
H (-2.8674, -0.9292, -2.3777)  0.2884
O (-2.8713, -0.2192, -1.7504)  -0.6512

The LUMO energy comes out at 3.57 eV. Its spin multiplicity is 1. For the orbital gap, the calculation gives 5.97 eV. As for the charge: -1. As for the relative energy (zero: lowest compared OMol25 entry of this formula, charge and spin): 20.1 kcal per mole. The HOMO energy comes out at -0.088 Eh.

=====

(4)
ORCA calculation (ωB97M-V/def2-TZVPD) on a molecular structure, C38H44Cl8F3N6NiO2 in a non-equilibrium geometry.

Last column: Mulliken charge in e.
CARTESIAN COORDINATES (ANGSTROEM)
Ni (13.6291, 13.5169, -12.3727)  0.5793
C (15.4937, 12.1496, -9.5428)  -0.8492
O (14.5619, 11.0836, -9.1832)  0.0289
O (14.8942, 12.8290, -10.6009)  0.5142
C (15.8959, 13.0945, -8.3290)  0.3629
F (14.8738, 13.6699, -7.6703)  -0.2421
F (16.6557, 12.4437, -7.4133)  -0.1840
F (16.6672, 14.0638, -8.8718)  -0.1869
C (14.8866, 9.7697, -9.3401)  -0.0016
C (13.7811, 9.0160, -8.7019)  -0.9604
H (13.7201, 9.2418, -7.6373)  0.1330
H (12.8163, 9.3073, -9.1171)  0.0264
H (13.8427, 7.9322, -8.8002)  0.4116
H (15.7771, 9.4557, -8.7955)  0.3728
H (14.9542, 9.3669, -10.3507)  0.0349
H (16.4424, 11.6919, -9.8234)  0.2213
N (8.1729, 10.5781, -9.9292)  -0.5740
C (7.4415, 10.9596, -8.8587)  -0.3603
C (7.8594, 10.7262, -7.5069)  -0.4116
C (8.9782, 9.8627, -7.3553)  -0.2723
C (9.6449, 9.3119, -8.5043)  -0.3686
C (9.2264, 9.7078, -9.7641)  -0.1942
H (6.5934, 11.5796, -9.1094)  0.4034
H (7.4417, 11.2528, -6.6616)  0.4166
H (9.3193, 9.6121, -6.3617)  0.4408
H (10.4737, 8.6196, -8.4889)  0.3984
H (9.4607, 9.2689, -10.7227)  0.5342
N (13.9852, 15.5952, -11.6889)  0.5134
C (14.0175, 15.9417, -10.3399)  -0.1388
C (14.4621, 17.1472, -9.8759)  -0.8338
C (14.9249, 18.0824, -10.8066)  -0.3467
C (14.8192, 17.8168, -12.1467)  -0.5353
C (14.3050, 16.6358, -12.5632)  -0.4702
H (13.7896, 15.3084, -9.4953)  0.2545
H (14.3776, 17.3579, -8.8200)  0.5378
H (15.3850, 19.0426, -10.6258)  0.3844
H (15.3123, 18.4432, -12.8754)  0.4427
H (14.1855, 16.5721, -13.6347)  0.3618
N (15.7141, 13.9054, -13.3228)  0.4214
C (16.9333, 14.3294, -12.8438)  0.1164
C (17.9473, 14.9345, -13.6308)  -0.8345
C (17.7288, 14.8402, -14.9930)  -0.5048
C (16.6122, 14.2297, -15.5200)  -0.7965
C (15.6206, 13.7995, -14.6527)  -0.2496
H (17.0090, 14.3687, -11.7672)  0.2664
H (18.8145, 15.4153, -13.2029)  0.3284
H (18.4897, 15.2415, -15.6459)  0.3979
H (16.4979, 14.0344, -16.5760)  0.4224
H (14.7519, 13.3688, -15.1283)  0.4636
N (13.4913, 11.3265, -12.8369)  0.5080
C (14.5804, 10.5144, -12.9826)  -0.4367
C (14.5228, 9.1820, -13.2266)  -0.5865
C (13.3582, 8.5094, -13.4513)  -0.4708
C (12.1419, 9.2423, -13.3734)  -0.8273
C (12.3488, 10.6490, -13.0844)  -0.1667
H (15.5455, 10.9982, -13.0100)  0.2714
H (15.5075, 8.7386, -13.2123)  0.4670
H (13.3772, 7.4812, -13.7813)  0.4632
H (11.1111, 9.0107, -13.5974)  0.4994
H (11.4729, 11.2792, -13.0405)  0.4059
N (11.8806, 13.8065, -11.2761)  0.6045
C (10.9496, 14.8481, -11.3446)  -0.5757
C (10.0332, 15.1296, -10.2718)  -0.6379
C (9.9107, 14.3305, -9.1375)  -0.4062
C (10.8188, 13.2538, -9.0848)  -0.6071
C (11.6287, 13.0254, -10.2091)  -0.0752
H (11.1721, 15.5427, -12.1411)  0.4041
H (9.4308, 16.0194, -10.1635)  0.3685
H (9.2262, 14.5542, -8.3326)  0.5211
H (10.6461, 12.4905, -8.3405)  0.4922
H (12.2263, 12.1265, -10.1746)  0.2662
N (20.3310, 17.3935, -5.5724)  -0.5810
C (19.0089, 17.2175, -5.8080)  -0.3129
C (18.4248, 16.0187, -6.0804)  -0.2288
C (19.1917, 14.9199, -5.9912)  -0.1892
C (20.5538, 15.0109, -5.6803)  -0.5455
C (21.0773, 16.2498, -5.4116)  -0.2568
H (18.3632, 18.0747, -5.9293)  0.3504
H (17.3813, 16.0571, -6.3560)  0.4497
H (18.7456, 13.9510, -6.1606)  0.5539
H (21.2553, 14.1903, -5.6499)  0.3749
H (22.1408, 16.3875, -5.2833)  0.3728
C (13.4554, 12.2297, -5.4852)  0.4820
Cl (14.4969, 11.5737, -4.2805)  -0.1530
Cl (11.7506, 12.1608, -5.1293)  -0.1867
H (13.7330, 13.2803, -5.4001)  0.2191
H (13.5721, 11.9316, -6.5272)  -0.3753
C (16.9610, 8.5711, -5.3544)  0.1442
Cl (18.0416, 7.2972, -5.8387)  -0.1616
Cl (17.7567, 10.1025, -5.7097)  -0.1096
H (15.9898, 8.5513, -5.8488)  -0.2270
H (16.6995, 8.3898, -4.3119)  0.3452
C (19.6901, 15.7009, -10.0012)  0.2901
Cl (19.8508, 14.1901, -10.9578)  -0.1495
Cl (18.9593, 16.9306, -11.0653)  -0.1597
H (19.0736, 15.5618, -9.1131)  -0.3469
H (20.6302, 16.0902, -9.6103)  0.4266
C (13.0858, 6.2819, -5.7444)  -0.1041
Cl (14.5273, 6.1098, -6.7816)  -0.1543
Cl (13.3945, 5.9959, -4.0733)  -0.1408
H (12.8228, 7.3107, -5.9904)  0.0683
H (12.3508, 5.5231, -6.0126)  0.3496

The LUMO energy (alpha / beta) comes out at -2.53 / -3.72 eV. Its spin multiplicity is 3. For the orbital gap (alpha / beta), the calculation gives 8.21 / 6.97 eV. As for the charge: +1. The HOMO energy (alpha / beta) comes out at -0.395 / -0.393 Eh.